ORCA calculation (wB97M-V/def2-TZVPD) on a molecular structure, CH28Cu2O17 at a distorted geometry.

XYZ file:
```
48
Properties=species:S:1:pos:R:3:mulliken_charge:R:1
Cu 9.33 -1.50 0.83 -0.7496
Cu 11.41 0.07 -1.36 -0.8643
C 10.76 -1.74 -0.83 2.2589
O 9.98 -0.61 -0.63 -0.5159
O 11.66 -1.63 -1.70 0.5987
O 10.74 -2.54 0.11 0.4550
O 8.24 0.36 -2.34 -0.8256
H 8.89 0.16 -1.67 0.4404
H 8.14 -0.48 -2.81 0.3631
O 11.19 0.51 -3.55 -0.4063
H 10.24 0.53 -3.51 0.2881
H 11.36 0.91 -4.40 0.2524
O 11.54 -3.32 3.19 -0.6806
H 11.84 -2.74 2.41 0.3022
H 12.09 -4.12 3.19 0.2950
O 10.97 2.01 -1.16 -0.3373
H 10.58 2.27 -0.34 0.2861
H 10.71 2.72 -1.79 0.2579
O 8.73 -3.19 1.97 -0.4181
H 8.62 -3.63 2.82 0.2534
H 8.51 -3.84 1.33 0.3262
O 13.50 -1.02 -4.05 -0.6801
H 12.65 -0.86 -3.59 0.2507
H 14.20 -0.81 -3.39 0.3423
O 8.66 -2.18 -3.36 -0.7189
H 9.57 -2.43 -3.46 0.3379
H 8.48 -1.63 -4.12 0.3414
O 12.81 -1.84 1.35 -0.8879
H 12.08 -1.92 0.66 -0.3334
H 13.45 -2.47 1.09 0.3738
O 13.52 0.36 -0.71 -0.5308
H 13.50 -0.28 -0.04 0.2781
H 13.91 1.17 -0.47 0.2685
O 12.47 -4.93 0.42 -0.6820
H 11.91 -4.16 0.25 0.1908
H 12.76 -5.31 -0.42 0.2800
O 7.50 -0.96 0.66 -0.3534
H 6.99 -0.94 -0.14 0.3100
H 7.14 -0.10 0.97 0.2871
O 11.15 -3.77 -3.44 -0.7783
H 11.40 -3.38 -2.59 0.0846
H 11.76 -3.42 -4.07 0.3762
O 8.91 -4.57 -0.59 -0.7513
H 9.42 -3.73 -0.50 0.3658
H 8.20 -4.51 -1.24 0.3183
O 13.76 -2.89 -1.62 -0.6590
H 13.60 -3.87 -1.70 0.2667
H 12.87 -2.51 -1.70 0.1232
```

Properties
LUMO   -0.36 eV
Kohn-Sham gap   6.246 eV
Strongest force on any atom   9.461 eV/A
ΔE to the lowest compared entry with this formula, charge and spin   0.0 kJ/mol
Total energy   -125576.163 eV

ORCA calculation (wB97M-V/def2-TZVPD) on 15 unconnected molecules or ions with the total composition CH28O17 at a distorted geometry.

XYZ file:
```
46
Properties=species:S:1:pos:R:3:mulliken_charge:R:1
C -0.07 0.03 0.07 0.0798
O 0.69 0.58 -0.94 -0.0349
O -0.53 0.80 1.04 0.3839
O -0.45 -1.17 -0.18 0.2043
O -2.41 1.91 -0.36 -0.5904
H -1.83 1.27 0.11 -0.0018
H -3.30 1.48 -0.27 0.2909
O 3.23 0.32 -1.12 -0.7679
H 2.24 0.38 -1.01 0.1257
H 3.68 1.09 -0.72 0.2842
O 0.01 -0.39 3.47 -0.7820
H 0.33 -1.25 3.17 0.5985
H -0.22 -0.03 2.61 -0.2240
O -0.47 3.27 1.89 -0.7012
H -0.51 3.34 2.80 0.2876
H -0.38 2.34 1.66 0.2949
O 1.37 3.03 -0.54 -0.6842
H 2.10 3.09 -1.16 0.3213
H 1.17 2.10 -0.53 0.2337
O -1.85 -0.88 -2.68 -0.5697
H -2.56 -0.35 -3.05 0.2562
H -1.97 -0.87 -1.73 0.2766
O 2.49 -2.29 -0.18 -0.6521
H 1.78 -2.57 -0.71 0.3999
H 3.09 -1.70 -0.70 0.3205
O 0.19 -2.58 1.82 -0.8585
H 1.13 -2.59 1.61 0.4498
H -0.05 -1.98 1.09 0.2033
O -2.34 1.24 2.82 -0.7368
H -1.60 1.06 2.19 0.6534
H -2.17 0.87 3.69 0.3024
O -3.10 -1.35 0.14 -0.7379
H -3.43 -0.92 0.95 0.3173
H -2.25 -0.94 0.05 -0.2523
O 2.37 -0.34 2.14 -0.7365
H 1.44 -0.07 2.08 0.3035
H 2.64 -0.31 1.25 0.4247
O 1.01 -1.03 -2.82 -0.7489
H 0.84 -0.53 -2.04 0.0933
H 0.36 -0.72 -3.41 0.3269
O -0.69 1.87 -2.66 -0.6586
H -0.14 2.51 -3.11 0.2307
H -0.06 1.43 -2.04 0.2593
O 0.11 -3.36 -1.33 -0.7406
H 0.20 -3.38 -2.33 0.2961
H -0.11 -2.46 -1.01 0.2598
```

Properties
LUMO   5.35 eV
Kohn-Sham gap   9.347 eV
Strongest force on any atom   4.582 eV/A
ΔE to the lowest compared entry with this formula, charge and spin   75.3 kJ/mol
Charge   -2
Total energy   -36301.918 eV

ORCA calculation (wB97M-V/def2-TZVPD) on a molecular structure, CH29HfO17 at a distorted geometry.

XYZ file:
```
48
Properties=species:S:1:pos:R:3:mulliken_charge:R:1
Hf 1.77 1.82 1.64 1.1174
C -0.02 0.11 -0.28 0.2041
O -0.41 0.82 -1.24 -0.5895
O -0.16 -1.20 -0.23 0.3566
O 0.49 0.61 0.73 1.2139
H -0.48 -1.59 -1.03 0.2214
O 0.19 3.12 0.85 -0.6042
H -0.60 2.95 0.29 0.3019
H 0.16 4.14 0.78 0.4299
O 2.49 1.98 -0.42 -0.5398
H 2.79 1.25 -1.00 0.3260
H 2.52 2.69 -0.98 0.3087
O -2.96 -0.29 -1.32 -0.7193
H -2.16 -0.32 -1.88 0.2431
H -3.34 -1.20 -1.25 0.3442
O -1.05 -2.19 -2.60 -0.6624
H -0.44 -1.67 -3.11 0.3650
H -0.52 -2.94 -2.43 0.2643
O 1.35 -1.03 -3.83 -0.6715
H 1.74 -1.06 -4.69 0.2861
H 1.12 -0.13 -3.64 0.4170
O -2.23 -3.06 1.04 -0.6015
H -2.29 -2.11 1.24 0.4152
H -1.38 -3.19 0.68 0.2350
O -1.75 3.54 -0.89 -0.6982
H -1.79 2.83 -1.54 0.3309
H -1.13 4.12 -1.35 0.3523
O 2.97 0.05 1.24 -0.5522
H 2.71 -0.96 1.27 0.3842
H 3.91 0.01 0.99 0.3747
O -0.01 -2.19 2.80 -0.6359
H 0.48 -2.33 1.99 0.2553
H 0.39 -2.93 3.31 0.3759
O -1.50 1.65 2.48 -0.6319
H -1.91 0.81 2.16 0.3967
H -2.22 2.24 2.12 0.3156
O 1.10 1.50 -3.10 -0.7340
H 0.48 1.14 -2.46 0.4455
H 0.53 2.08 -3.65 0.3037
O 1.01 0.32 3.20 -0.6286
H 1.14 0.26 4.14 0.4336
H 0.56 -0.53 3.05 0.2204
O -2.66 -0.42 1.46 -0.7290
H -2.75 -0.27 0.56 0.4050
H -3.56 -0.30 1.79 0.3402
O 2.27 -2.42 1.12 -0.6495
H 2.37 -2.73 0.24 0.3091
H 2.79 -2.96 1.76 0.3549
```

Properties
LUMO   -13.07 eV
Kohn-Sham gap   4.841 eV
Strongest force on any atom   7.096 eV/A
ΔE to the lowest compared entry with this formula, charge and spin   104.4 kJ/mol
Charge   +3
Total energy   -37595.896 eV

ORCA calculation (wB97M-V/def2-TZVPD) on 14 unconnected molecules or ions with the total composition CH29NO15 at a distorted geometry.

XYZ file:
```
46
Properties=species:S:1:pos:R:3:mulliken_charge:R:1
N -3.66 -1.09 1.45 -0.4315
H -3.56 -2.04 0.96 0.4031
H -3.99 -0.40 0.86 0.3246
H -2.68 -0.84 1.84 0.2376
H -4.09 -1.37 2.40 0.4379
C -0.57 0.34 -0.13 0.9282
O -1.57 -0.20 -0.65 -1.2102
O 0.42 -0.44 0.46 0.6176
O -0.35 1.54 -0.29 -0.7822
H 0.46 -1.47 0.51 -0.0181
O -0.57 -0.73 -3.07 -0.7299
H -0.89 0.12 -3.65 0.3831
H -0.98 -0.73 -2.28 0.3651
O -3.55 0.96 -2.10 -0.6828
H -2.74 0.47 -1.62 0.4786
H -3.84 1.76 -1.73 0.2609
O 0.94 -0.46 3.19 -0.7462
H 0.75 -1.18 2.56 0.3853
H 1.15 0.31 2.58 0.4005
O 3.92 -2.16 0.80 -0.6911
H 3.82 -1.97 1.80 0.3575
H 3.23 -1.37 0.47 0.3145
O -0.48 -2.53 2.10 -0.5852
H -0.36 -2.88 2.92 0.2724
H -0.04 -3.15 1.41 0.3618
O 3.22 0.34 0.03 -0.5802
H 3.54 0.76 -0.85 0.3659
H 2.28 0.24 -0.18 -0.0027
O -2.04 2.94 0.85 -0.8018
H -1.57 2.13 0.53 0.4156
H -2.57 3.30 0.23 0.2651
O 0.98 -3.31 0.05 -0.6058
H 1.26 -2.74 -0.57 0.1848
H 1.60 -3.88 0.37 0.3335
O 1.44 1.85 -2.30 -0.7165
H 2.29 1.72 -1.84 0.2688
H 0.87 1.46 -1.63 0.2439
O 1.01 2.22 1.94 -0.7448
H 0.56 2.00 1.07 0.4114
H 1.77 2.77 1.59 0.3182
O -0.34 4.13 -1.28 -0.7218
H 0.29 3.43 -1.59 0.3929
H -0.93 3.66 -0.68 0.3335
O 1.82 -1.44 -1.92 -0.7016
H 2.70 -0.88 -2.05 0.2881
H 1.02 -1.23 -2.60 0.4021
```

Properties
LUMO   -1.42 eV
Kohn-Sham gap   8.595 eV
Strongest force on any atom   7.360 eV/A
ΔE to the lowest compared entry with this formula, charge and spin   122.2 kJ/mol
Total energy   -33707.873 eV